(1)
Formula: C2H2Br2O3
Source: the OMol25 dataset
Level of theory: the ωB97M-V functional and the def2-TZVPD basis

The geometry in XYZ format:
```
9
Properties=species:S:1:pos:R:3
C -0.553 -0.248 0.232
C 1.239 0.342 -0.344
O 0.432 0.557 0.762
O 0.257 -0.567 -0.902
O -1.733 0.552 -0.071
Br 2.954 -0.457 0.219
Br -3.276 -0.269 0.171
H -0.831 -1.099 0.813
H 1.512 1.188 -0.879
```

Output
**Maximum force**: 3.1 eV/Å
**Kohn-Sham gap**: 0.371 hartree
**Molecular weight**: 233.8 g mol⁻¹
**HOMO energy**: -0.38215 Eh
**Lowest unoccupied orbital energy**: -0.30 eV

=====

(2)
Formula: C2H2Br3P
Source: the OMol25 dataset
Level of theory: the ωB97M-V functional and the def2-TZVPD basis

The geometry in XYZ format:
```
8
Properties=species:S:1:pos:R:3
C 0.660 0.680 0.262
C -0.703 0.058 0.173
P -0.037 -0.239 -1.655
Br -2.255 1.117 0.332
Br -0.693 -1.561 1.242
Br 1.044 -2.131 -1.497
H 0.578 1.681 0.156
H 1.406 0.395 0.986
```

Output
**Maximum force**: 3.9 eV/Å
**Kohn-Sham gap**: 0.325 hartree
**Molecular weight**: 296.7 g mol⁻¹
**HOMO energy**: -0.33800 Eh
**Lowest unoccupied orbital energy**: -0.34 eV

=====

(3)
Formula: C2H2Br6
Source: the OMol25 dataset
Level of theory: the ωB97M-V functional and the def2-TZVPD basis

The geometry in XYZ format:
```
10
Properties=species:S:1:pos:R:3
C -1.987 0.567 2.029
Br -0.507 0.747 0.812
Br -2.484 2.280 2.758
Br -1.611 -0.704 3.390
H -2.825 0.224 1.440
C 1.782 -0.555 -2.039
Br 1.216 -2.377 -2.227
Br 2.200 0.222 -3.731
Br 3.260 -0.394 -0.828
H 0.957 -0.010 -1.603
```

Output
**Maximum force**: 0.4 eV/Å
**Kohn-Sham gap**: 0.373 hartree
**Molecular weight**: 505.5 g mol⁻¹
**HOMO energy**: -0.37858 Eh
**Lowest unoccupied orbital energy**: -0.16 eV

=====

(4)
Formula: C2H2Br6
Source: the OMol25 dataset
Level of theory: the ωB97M-V functional and the def2-TZVPD basis

The geometry in XYZ format:
```
10
Properties=species:S:1:pos:R:3
C -1.513 -0.511 1.367
Br -1.370 -2.028 2.542
Br -3.171 0.435 1.573
Br -1.112 -1.080 -0.447
H -0.697 0.184 1.610
C 1.537 0.521 -1.306
Br 3.195 0.843 -0.400
Br 1.655 0.226 -3.221
Br 0.264 1.796 -0.853
H 1.213 -0.388 -0.865
```

Output
**Maximum force**: 1.7 eV/Å
**Kohn-Sham gap**: 0.364 hartree
**Molecular weight**: 505.5 g mol⁻¹
**HOMO energy**: -0.37124 Eh
**Lowest unoccupied orbital energy**: -0.20 eV

=====

(5)
Formula: C2H2Br6
Source: the OMol25 dataset
Level of theory: the ωB97M-V functional and the def2-TZVPD basis

The geometry in XYZ format:
```
10
Properties=species:S:1:pos:R:3
C -1.730 0.230 -0.914
Br -2.767 0.539 0.712
Br -0.968 1.908 -1.704
Br -2.812 -0.557 -2.393
H -0.893 -0.439 -0.715
C 1.905 -0.436 1.077
Br -0.089 -0.657 1.143
Br 2.716 1.183 1.907
Br 2.363 -0.512 -0.804
H 2.277 -1.257 1.691
```

Output
**Maximum force**: 3.9 eV/Å
**Kohn-Sham gap**: 0.353 hartree
**Molecular weight**: 505.5 g mol⁻¹
**HOMO energy**: -0.37379 Eh
**Lowest unoccupied orbital energy**: -0.58 eV

=====

(6)
Formula: C2H2BrCl3S
Source: the OMol25 dataset
Level of theory: the ωB97M-V functional and the def2-TZVPD basis

The geometry in XYZ format:
```
9
Properties=species:S:1:pos:R:3
Cl -3.127 0.191 -0.386
S -1.686 0.969 0.828
C -0.056 0.645 -0.121
Cl 0.245 1.933 -1.351
C 0.969 0.425 0.953
Cl 1.407 1.948 1.714
Br 2.602 -0.353 -0.007
H -0.161 -0.387 -0.536
H 0.783 -0.415 1.710
```

Output
**Maximum force**: 2.4 eV/Å
**Kohn-Sham gap**: 0.335 hartree
**Molecular weight**: 244.4 g mol⁻¹
**HOMO energy**: -0.35440 Eh
**SMILES**: ClS[C@@H](Cl)[C@H](Cl)Br
**Lowest unoccupied orbital energy**: -0.54 eV

=====

(7)
Formula: C2H2BrClO2
Source: the OMol25 dataset
Level of theory: the ωB97M-V functional and the def2-TZVPD basis

The geometry in XYZ format:
```
8
Properties=species:S:1:pos:R:3
C -0.265 1.554 -0.292
C -0.540 -1.046 0.417
O -0.222 2.119 0.724
O -0.219 1.274 -1.399
Cl 2.523 0.074 -0.086
Br 0.864 -1.658 -0.459
H -1.414 -0.942 -0.274
H -0.727 -1.375 1.370
```

Output
**Maximum force**: 3.6 eV/Å
**Kohn-Sham gap (spin up / spin down)**: 0.288 / 0.287 hartree
**Molecular weight**: 173.4 g mol⁻¹
**HOMO energy (spin up / spin down)**: -0.35138 / -0.36105 Eh
**Lowest unoccupied orbital energy (spin up / spin down)**: -1.72 / -2.01 eV

=====

(8)
Formula: C2H2BrF2NO
Source: the OMol25 dataset
Level of theory: the ωB97M-V functional and the def2-TZVPD basis

The geometry in XYZ format:
```
9
Properties=species:S:1:pos:R:3
C -1.063 0.406 -0.110
C 0.939 -0.624 -0.918
N -0.732 0.872 1.080
O -1.839 0.374 -0.978
F 0.578 -1.823 -1.425
F 1.687 0.013 -1.800
Br 1.838 -0.846 0.850
H 0.135 0.531 1.581
H -1.543 1.097 1.721
```

Output
**Maximum force**: 4.0 eV/Å
**Kohn-Sham gap (spin up / spin down)**: 0.314 / 0.314 hartree
**Molecular weight**: 173.9 g mol⁻¹
**HOMO energy (spin up / spin down)**: -0.31163 / -0.31165 Eh
**Lowest unoccupied orbital energy (spin up / spin down)**: 0.06 / 0.06 eV

=====

> Among the records above, which one has the lowest molecular weight?

C2H2BrClO2

=====

> Look up the maximum force of the seventh one.

3.6 eV/Å

=====

> maximum force of number 2 (C2H2Br3P)?

3.9 eV/Å